# 1
DFT (ωB97M-V/def2-TZVPD) results for the ion C4H3FIO2 with charge -1 in a non-equilibrium geometry.

```
! wB97M-V def2-TZVPD RIJCOSX def2/J DEFGRID3
* xyz -1 1
I 1.54 0.92 -2.65
F -1.33 1.09 -1.94
O -1.26 -1.90 2.07
O 0.91 -1.15 1.54
C 0.18 -0.80 0.28
C 0.00 0.77 0.03
C -0.38 -1.43 1.43
C -0.17 1.60 -1.32
H -0.87 1.08 0.63
H 0.49 -1.39 -0.57
H 0.89 1.22 0.50
*
```

Properties
- E_HOMO (eV) = -3.1
- ΔE to the lowest compared entry with this formula, charge and spin (eV) = 1.975
- E_LUMO (eV) = 3.251

---

# 2
DFT (ωB97M-V/def2-TZVPD) results for a structure of composition C4H3FInO5 in a non-equilibrium geometry.

```
! wB97M-V def2-TZVPD RIJCOSX def2/J DEFGRID3
* xyz 1 1
In 1.77 1.18 0.25
F -2.43 -0.03 0.39
O -0.53 0.82 -0.47
O 0.05 2.65 -1.49
O 0.76 -1.71 0.04
O 0.27 2.45 0.70
O 2.84 -1.52 -0.60
C -0.41 -1.23 0.66
C -0.28 2.18 -0.41
C -1.25 -0.32 -0.24
C 1.90 -0.93 -0.09
H -0.19 -0.69 1.60
H -1.47 -0.75 -1.23
H -1.03 -2.10 0.90
*
```

Properties
- E_HOMO (eV) = -15.2
- E_LUMO (eV) = -8.206

---

# 3
DFT (ωB97M-V/def2-TZVPD) results for a structure of composition C4H3FN2O in a non-equilibrium geometry.

```
! wB97M-V def2-TZVPD RIJCOSX def2/J DEFGRID3
* xyz 0 1
F 2.11 -0.33 0.09
O -0.10 -2.52 0.37
N -1.11 1.05 -0.04
N 1.11 1.65 -0.50
C -0.37 -0.06 0.24
C -0.26 1.94 -0.49
C -0.82 -1.36 0.27
C 1.02 0.44 -0.10
H -0.62 2.98 -0.68
H -1.85 -1.63 0.27
H 0.89 -2.16 0.57
*
```

Properties
- E_HOMO (eV) = -9.5
- ΔE to the lowest compared entry with this formula, charge and spin (eV) = 2.213
- E_LUMO (eV) = -0.610

---

# 4
DFT (ωB97M-V/def2-TZVPD) results for an isolated molecule of C4H3FN2O in a non-equilibrium geometry.

```
! wB97M-V def2-TZVPD RIJCOSX def2/J DEFGRID3
* xyz 0 1
F -2.44 -1.12 -0.14
O 2.19 -1.06 -0.13
N -0.11 -1.13 0.05
N -0.23 1.58 -0.10
C 0.96 0.94 -0.01
C 1.01 -0.39 0.13
C -1.34 -0.51 0.08
C -1.36 0.83 0.03
H -2.37 1.09 0.14
H 1.86 -1.87 0.12
H 1.82 1.64 -0.19
*
```

Properties
- E_HOMO (eV) = -9.8
- ΔE to the lowest compared entry with this formula, charge and spin (eV) = 1.930
- SMILES = Oc1cncc(F)n1
- E_LUMO (eV) = 0.029

---

no.,electronic energy (eV)
1,-19108.120
2,-22313.208
3,-11939.984
4,-11940.268